Formula: C4H13N2
Source: OMol25
Level of theory: the ωB97M-V functional and the def2-TZVPD basis

The geometry in XYZ format:
```
19
Properties=species:S:1:pos:R:3
C -0.851 -1.757 -0.270
N -0.865 -2.947 0.440
C -0.604 -0.486 0.805
N -0.470 0.636 0.128
C 1.035 3.432 -1.597
C 0.817 -0.834 1.391
H -0.004 -1.726 -0.954
H -1.736 -1.468 -0.837
H -1.678 -3.085 1.027
H -0.725 -3.740 -0.178
H -1.434 -0.482 1.521
H -1.067 1.409 0.449
H 1.382 2.526 -2.100
H 1.033 4.188 -2.378
H 0.025 3.223 -1.252
H 1.683 3.703 -0.773
H 0.938 -0.307 2.339
H 0.949 -1.910 1.494
H 1.571 -0.375 0.745
```

LUMO energy: -7.994 eV
Kohn-Sham gap: 0.2582 hartree
ΔE to the lowest compared entry with this formula, charge and spin: 126.1 kcal/mol
net charge: +1
total energy: -7328.0179 eV

Atom-resolved charges from Mulliken, all expressed in e: number 1, C, carries -0.6287; number 2, N, carries -0.3969; number 3, C, carries 0.1335; number 4, N, carries -0.2049; number 5, C, carries -0.9371; number 6, C, carries -1.1495; number 7, H, carries 0.4068; number 8, H, carries 0.3493; number 9, H, carries 0.2342; number 10, H, carries 0.2746; number 11, H, carries 0.5253; number 12, H, carries 0.3300; number 13, H, carries 0.2351; number 14, H, carries 0.3063; number 15, H, carries 0.1603; number 16, H, carries 0.2380; number 17, H, carries 0.3586; number 18, H, carries 0.3838; number 19, H, carries 0.3815